(1)
Molecular formula: C3H17N2O3
Method: DFT, ωB97M-V with the def2-TZVPD basis set

Each line ends with the natural charge from an NBO analysis.
CARTESIAN COORDINATES (ANGSTROEM)
C: 2.5171 -0.9926 1.5518  -0.237
N: 1.3115 -0.8902 2.5050  -0.902
C: 2.1023 -0.0744 0.3665  -0.241
N: 0.6562 0.5314 0.2606  -0.545
C: -0.4452 -0.4804 -0.1068  -0.400
H: 3.3857 -0.6495 2.1181  0.230
H: 2.6372 -1.9690 1.2853  0.204
H: 1.5521 -0.4632 3.4060  0.390
H: 0.7885 -1.7582 2.6076  0.382
H: 2.6504 0.8809 0.3457  0.212
H: 2.5684 -0.6830 -0.5009  0.251
H: 0.9535 1.3152 -0.3689  0.481
H: 0.2392 1.0125 1.0853  0.457
H: -1.4030 0.1167 -0.4128  0.242
H: -0.1101 -1.0224 -0.9506  0.218
H: -0.5224 -1.2029 0.6160  0.232
H: -1.6624 2.6768 -4.5537  0.485
H: -0.0330 2.6325 -4.6595  0.493
O: -0.8596 3.0378 -4.4367  -0.977
H: 1.5201 3.6463 -1.1298  0.495
H: 0.0501 3.5704 -1.6046  0.519
O: 0.6839 3.1470 -0.9017  -0.990
H: -5.3718 -3.8246 1.1597  0.468
H: -4.8786 -5.2656 0.9827  0.469
O: -4.9721 -4.5868 1.6316  -0.937

Computed properties:
Total charge: +1
Kohn-Sham gap, eV: 10.517

---

(2)
Molecular formula: C3H17N2O3
Method: DFT, ωB97M-V with the def2-TZVPD basis set

Each line ends with the natural charge from an NBO analysis.
CARTESIAN COORDINATES (ANGSTROEM)
C: -0.5505 0.8615 -0.2808  -0.316
C: 0.9023 0.6414 -0.7875  -0.393
C: 1.0861 0.6771 -2.2591  -0.629
N: -3.8988 0.1771 0.1314  -0.325
N: -0.5807 0.8695 1.1471  -0.292
H: -0.9636 1.7776 -0.7047  0.267
H: -1.1517 -0.0321 -0.6194  0.329
H: 1.2786 -0.3164 -0.4487  0.236
H: 1.4607 1.4299 -0.1949  0.270
H: 0.6967 1.4771 -2.8825  0.241
H: 0.4331 -0.1895 -2.5498  0.215
H: -3.1634 0.5583 0.7347  0.382
H: 2.0658 0.3391 -2.6034  0.275
H: -3.9804 -0.8357 0.3417  0.431
H: -4.8194 0.6021 0.3640  0.444
H: -1.4515 0.8628 1.6443  0.366
H: 2.6368 -0.1398 1.2752  0.451
H: 1.4774 -1.3428 2.8321  0.487
O: 1.2589 -1.1145 1.8996  -0.471
H: -0.0335 0.0784 1.4944  0.421
H: 3.9220 0.7741 1.0433  0.507
O: 3.1706 0.3284 0.6085  -0.908
H: -0.1510 -3.1903 -0.3868  0.510
H: 0.5062 -2.0567 0.4417  0.476
O: -0.1505 -2.2369 -0.2402  -0.973

Computed properties:
Total charge: +2
Spin multiplicity: 2
Kohn-Sham gap (alpha / beta), eV: 5.523 / 3.063

---

(3)
Molecular formula: C3H17NO4
Method: DFT, ωB97M-V with the def2-TZVPD basis set

Each line ends with the natural charge from an NBO analysis.
CARTESIAN COORDINATES (ANGSTROEM)
C: -0.7345 -1.3769 0.8619  -0.411
N: 0.6133 -1.3634 1.4263  -0.433
C: 1.6087 -1.3564 0.3812  -0.419
C: 0.7565 -0.2132 2.2774  -0.411
H: -1.0263 -0.4178 0.4246  0.154
H: -1.5037 -1.5346 1.6207  0.210
H: -0.7297 -2.1313 0.0857  0.201
H: 2.5274 -1.8927 0.6470  0.195
H: 1.3027 -1.8998 -0.5170  0.206
H: 1.8636 -0.3567 0.0168  0.160
H: 1.7815 -0.0497 2.6277  0.197
H: 0.1208 -0.2726 3.1493  0.201
H: 0.5552 0.7446 1.7715  0.148
O: -0.8686 3.3944 -1.0512  -0.945
H: -0.3201 3.0216 -1.7401  0.466
H: -0.9104 2.8039 -0.2857  0.479
O: 2.5609 1.8065 -2.5629  -0.958
H: 3.0261 2.4462 -3.1114  0.486
H: 3.2150 1.3173 -2.0569  0.491
O: -4.4608 -2.0068 1.7181  -0.934
H: -4.9441 -2.0126 0.8760  0.468
H: -5.1354 -1.6639 2.3284  0.467
O: 0.1492 0.6090 -3.0460  -0.954
H: 0.9968 1.0948 -3.0947  0.487
H: -0.4443 1.3101 -2.7468  0.448

Computed properties:
Kohn-Sham gap, eV: 8.727

---

(4)
Molecular formula: C3H17NO4
Method: DFT, ωB97M-V with the def2-TZVPD basis set

Each line ends with the natural charge from an NBO analysis.
CARTESIAN COORDINATES (ANGSTROEM)
C: 0.7635 -1.7018 -2.4992  -0.644
C: 0.0084 -0.8372 -1.5131  -0.067
C: -0.4447 -1.6170 -0.2728  -0.625
N: 0.7223 0.3767 -1.0788  -0.870
H: 0.5189 -1.6008 -3.5556  0.217
H: 1.8347 -1.4689 -2.4897  0.213
H: 0.8221 -2.7483 -2.1918  0.222
H: -0.9453 -0.4423 -1.8742  0.189
H: -1.2391 -2.3610 -0.3582  0.222
H: 0.3562 -2.3026 0.0309  0.213
H: -0.5899 -0.9774 0.5891  0.220
H: 0.7894 0.9690 -1.8950  0.355
H: 1.6292 0.3157 -0.6383  0.372
O: 1.7553 -1.7632 2.6705  -0.960
H: 1.0415 -1.2197 3.0349  0.497
H: 2.3822 -1.1280 2.3132  0.458
O: -1.1003 1.8538 0.9152  -1.002
H: -1.8857 2.0684 0.4108  0.493
H: -0.5392 1.3481 0.3027  0.490
O: -1.6424 2.5261 -1.8056  -0.945
H: -0.7688 2.8332 -1.5388  0.477
H: -1.5063 2.0176 -2.6094  0.470
O: -0.0095 0.5567 2.9361  -0.966
H: 0.0698 0.7477 2.0002  0.481
H: -0.8354 0.9924 3.1662  0.487

Computed properties:
Kohn-Sham gap, eV: 10.503

---

(5)
Molecular formula: C3H17NO4
Method: DFT, ωB97M-V with the def2-TZVPD basis set

Each line ends with the natural charge from an NBO analysis.
CARTESIAN COORDINATES (ANGSTROEM)
C: 2.3870 -1.3561 -2.0799  -0.607
C: 1.9283 -2.7717 -1.7246  -0.405
C: 1.5040 -2.9834 -0.2692  -0.598
N: -2.1840 5.0746 2.0608  -0.905
H: 3.1867 -0.9733 -1.4032  0.193
H: 2.8470 -1.3622 -3.0765  0.210
H: 1.0358 -2.8759 -2.3562  0.204
H: 2.7234 -3.5013 -1.8650  0.200
H: 0.5925 -2.4854 0.1134  0.254
H: 1.1436 -4.0229 -0.1361  0.211
H: 2.3564 -2.6472 0.3456  0.208
H: -1.5276 5.4788 1.4078  0.367
H: -1.8561 5.1220 3.0141  0.368
H: -3.3758 2.5637 0.8281  0.461
H: -1.6365 1.5650 1.7991  0.489
O: -2.4748 2.6205 1.1793  -0.811
H: 1.5802 -0.6662 -1.8919  0.211
H: -1.6063 -1.5469 -1.1755  0.460
O: -0.6708 -1.5315 -0.9214  -0.664
H: 0.0312 -0.2567 -0.6405  0.467
H: -2.4848 4.1242 1.7279  0.394
O: 0.1968 0.6918 -0.3349  -0.755
H: -2.0351 0.3831 2.7140  0.473
H: -0.3793 0.6354 0.4522  0.494
O: -1.2816 0.7216 2.2329  -0.919

Computed properties:
Kohn-Sham gap, eV: 2.747

---

(6)
Molecular formula: C3H18KO6
Method: DFT, ωB97M-V with the def2-TZVPD basis set

Each line ends with the natural charge from an NBO analysis.
CARTESIAN COORDINATES (ANGSTROEM)
K: -16.8293 6.9730 -10.6382  0.971
O: -15.3164 4.4843 -10.5073  -0.967
H: -15.2967 3.6083 -10.9062  0.493
H: -15.2438 4.3100 -9.5634  0.479
O: -19.5618 5.9204 -10.8119  -0.987
H: -19.9315 5.0836 -11.1021  0.482
H: -19.7409 6.5699 -11.5100  0.501
O: -14.9519 8.7911 -11.7740  -0.967
H: -14.3198 8.5039 -12.4400  0.482
H: -15.2178 9.6736 -12.0523  0.492
O: -19.0473 8.1434 -12.4183  -0.994
H: -19.3307 8.9763 -12.8054  0.494
H: -18.2843 7.8451 -12.9439  0.497
O: -14.8413 7.5669 -8.6401  -0.954
H: -14.8808 6.7336 -8.1611  0.472
H: -13.9429 7.6200 -8.9814  0.489
C: -17.0236 6.8998 -15.9890  -0.633
C: -17.4340 6.1282 -14.7650  0.092
C: -17.0116 4.6738 -14.8388  -0.639
O: -16.9064 6.7654 -13.5659  -0.784
H: -17.2876 6.3458 -16.8897  0.233
H: -15.9392 7.0335 -15.9983  0.205
H: -17.5173 7.8670 -16.0194  0.221
H: -18.5149 6.2031 -14.6296  0.187
H: -17.2542 4.1274 -13.9288  0.217
H: -15.9338 4.5809 -15.0250  0.207
H: -17.5090 4.1743 -15.6740  0.235
H: -15.9447 6.7190 -13.6134  0.476

Computed properties:
Total charge: +1
Kohn-Sham gap, eV: 11.196

---

(7)
Molecular formula: C3H18O6
Method: DFT, ωB97M-V with the def2-TZVPD basis set

Each line ends with the natural charge from an NBO analysis.
CARTESIAN COORDINATES (ANGSTROEM)
O: -0.8308 -1.4561 -0.8883  -0.843
H: -1.5865 -1.5920 -0.2404  0.544
H: -0.5640 -0.4760 -0.8927  0.548
H: -0.0094 -1.9339 -0.6247  0.549
C: 2.2423 1.0736 0.3744  -0.644
C: 0.7365 1.0572 0.6691  0.124
C: 0.3170 2.1812 1.6305  -0.623
O: -0.1089 1.0910 -0.4633  -0.994
H: 2.7233 1.9888 0.0301  0.203
H: 2.4617 0.2268 -0.2780  0.206
H: 2.7114 0.8354 1.3356  0.196
H: 0.5730 0.0916 1.1748  0.098
H: 0.4465 3.1450 1.1370  0.207
H: 0.9823 2.2158 2.4989  0.187
H: -0.7079 2.0145 1.9564  0.203
O: 1.0547 -3.1963 0.1058  -0.961
H: 0.9579 -3.6166 0.9666  0.490
H: 1.7804 -3.6666 -0.3188  0.496
O: -3.0075 0.9532 -0.7629  -0.996
H: -2.0372 1.0074 -0.6362  0.512
H: -3.1201 0.7264 -1.6910  0.466
O: 1.4477 0.4838 -2.7746  -0.994
H: 1.0216 0.7246 -1.9221  0.503
H: 2.0915 1.1798 -2.9294  0.461
O: -2.9404 -1.7465 0.5548  -0.953
H: -3.4547 -0.9456 0.7372  0.524
H: -3.1805 -2.3666 1.2514  0.492

Computed properties:
Kohn-Sham gap, eV: 7.826

---

(8)
Molecular formula: C3H18O7Pb
Method: DFT, ωB97M-V with the def2-TZVPD basis set

Each line ends with the natural charge from an NBO analysis.
CARTESIAN COORDINATES (ANGSTROEM)
Pb: -0.6955 0.0351 0.9549  1.497
O: -2.3785 1.3944 1.8560  -1.278
H: -3.2733 1.3460 1.4895  0.463
C: 0.5406 -0.2825 -3.0519  -0.630
C: 1.1267 0.4055 -1.7599  0.105
C: 2.0745 1.5705 -2.1448  -0.628
O: 0.1009 0.9978 -0.9746  -0.977
H: 1.4322 -0.6627 -3.5876  0.195
H: -0.1218 0.3932 -3.5853  0.210
H: -0.0280 -1.1986 -2.8361  0.181
H: 1.6947 -0.3266 -1.2989  0.109
H: 1.4896 2.1675 -2.9198  0.202
H: 3.0291 1.2987 -2.5752  0.185
H: 2.2769 2.2692 -1.3409  0.210
O: 0.0060 2.0098 2.7605  -0.989
H: -0.9209 1.8704 2.6062  0.511
H: 0.0591 2.9918 2.8266  0.481
O: -0.6881 -2.4926 0.3302  -0.923
H: -1.4551 -3.0681 0.4133  0.481
H: -0.0289 -3.1315 0.3405  0.474
O: 1.6327 -0.4435 1.5744  -0.947
H: 2.0753 -0.7251 2.4230  0.487
H: 2.2575 0.0869 1.1336  0.498
O: -0.9395 -1.2297 3.1042  -0.912
H: -0.7264 -0.9552 3.9755  0.483
H: -0.2879 -1.9301 3.0343  0.466
O: -2.5616 -0.6148 -0.6164  -0.925
H: -2.2556 -0.8207 -1.4838  0.491
H: -3.4351 -0.9549 -0.6474  0.479

Computed properties:
Kohn-Sham gap, eV: 6.615

---

Relative energy (zero: lowest compared OMol25 entry of this formula, charge and spin) across the listed records, respectively: 351.3 751.4 111.7 37.8 948.0 0.0 142.0 0.0 kJ/mol.